No. 1
The following is a DFT calculation (wB97M-V/def2-TZVPD) of a 7-piece molecular cluster, H14O6S overall at a distorted geometry.

Results
Strongest force on any atom = 1.6 eV Å⁻¹
Orbital gap = 10.05 eV

Last column: Löwdin charge in e.
Atoms and positions in Å:
S1 -3.0451 3.6573 5.9772  0.4654
O1 -0.4336 -2.4443 -1.2935  -0.0544
O2 0.3767 2.2866 -1.8808  -0.0450
O3 3.4192 -2.0934 -3.4587  -0.0550
O4 0.2493 -2.1869 1.6694  -0.0530
O5 -1.4598 0.0700 -1.3553  -0.0706
O6 0.4061 0.4996 0.7828  -0.0843
H1 0.5173 -0.4353 1.0200  -0.0078
H2 -2.2604 4.2380 5.0615  -0.2268
H3 -0.7451 0.5912 -1.7566  0.0221
H4 -0.3762 0.4813 0.2099  -0.0126
H5 -2.0303 0.8493 -1.2438  0.0771
H6 0.5064 2.2610 -0.9139  0.0469
H7 1.2916 2.1954 -2.1141  0.0420
H8 -0.7259 -1.6791 -1.8025  0.0058
H9 0.4360 -2.8134 -1.4095  0.0319
H10 -2.1389 2.7093 6.1757  -0.2386
H11 -0.1658 -2.0803 2.5334  0.0575
H12 2.5093 -1.8799 -3.6720  0.0242
H13 3.9799 -1.3803 -3.7703  0.0308
H14 -0.3107 -2.8460 1.2411  0.0447

No. 2
The following is a DFT calculation (wB97M-V/def2-TZVPD) of H14O7 as an isolated structure at a distorted geometry.

Results
Strongest force on any atom = 12.8 eV Å⁻¹
Orbital gap = 8.51 eV

Last column: Löwdin charge in e.
Atoms and positions in Å:
O1 -0.8815 1.4912 -2.5902  -0.0079
O2 -0.3403 0.0085 -0.0243  0.0147
O3 0.6942 0.1098 -1.6100  0.1123
O4 -0.4165 0.7799 1.7674  -0.0149
O5 1.1072 -0.6814 1.8018  0.0999
O6 -2.4301 -0.2138 0.1150  -0.0518
O7 0.6000 -2.1865 0.7407  -0.0216
H1 -0.1519 1.2507 -2.0191  -0.0365
H2 -0.4435 0.4662 0.8634  -0.3116
H3 0.1860 -0.4476 1.9156  0.0216
H4 0.1559 -0.8055 0.0607  0.0524
H5 0.1332 1.5628 1.7333  0.0789
H6 1.3381 0.6960 -2.0074  0.1442
H7 1.5822 -0.0620 2.3560  0.1444
H8 1.1947 -0.6707 -1.3722  0.1563
H9 1.3516 -2.7351 0.5162  0.0632
H10 -1.5479 -0.4044 0.4338  -0.0597
H11 -2.3907 0.6996 -0.1686  0.0334
H12 -0.6119 2.3188 -2.9884  0.0493
H13 0.9502 -1.5379 1.3514  -0.3295
H14 -0.0789 0.3612 -0.8749  -0.1369

No. 3
The following is a DFT calculation (wB97M-V/def2-TZVPD) of H14O7 as an isolated structure at a distorted geometry.

Results
Strongest force on any atom = 12.0 eV Å⁻¹
Orbital gap = 9.49 eV

Last column: Löwdin charge in e.
Atoms and positions in Å:
O1 -2.2267 1.7396 0.2567  -0.0344
O2 -1.1751 -2.7424 0.8801  -0.0648
O3 1.6109 1.6004 -0.5193  0.0175
O4 0.1567 -0.1745 0.5832  -0.0080
O5 2.0380 0.2321 1.5060  -0.0724
O6 -0.4448 0.8801 -0.9781  0.0328
O7 0.3917 -1.9645 -0.8413  -0.0371
H1 -0.4255 -2.2777 0.5081  -0.0424
H2 -0.9754 0.9648 -1.7702  0.1623
H3 -1.7610 -2.8863 0.1369  0.0281
H4 1.8742 2.4833 -0.2595  0.1093
H5 2.4235 1.0946 -0.5082  0.0980
H6 0.0106 0.4851 -0.0949  -0.2036
H7 -1.6058 1.1724 -0.2004  -0.0702
H8 1.2058 0.0609 1.0651  -0.2001
H9 0.2022 -1.0432 -0.6641  -0.0231
H10 1.7887 0.5752 2.3641  0.0335
H11 0.0792 -2.1063 -1.7349  0.0665
H12 -2.8731 1.1386 0.6270  0.0407
H13 -0.7215 -0.4075 0.8845  0.1156
H14 0.4272 1.1751 -1.2406  0.0518

No. 4
The following is a DFT calculation (wB97M-V/def2-TZVPD) of a 7-piece molecular cluster, H14O7 overall.

Results
Strongest force on any atom = 0.4 eV Å⁻¹
Orbital gap = 10.89 eV

Last column: Löwdin charge in e.
Atoms and positions in Å:
O1 -0.4956 -0.2210 0.1419  -0.0435
O2 3.7827 -0.5321 1.1257  -0.0428
O3 -5.1798 1.6686 0.2579  -0.0511
O4 2.1048 2.3795 -0.6983  -0.0540
O5 -1.0500 1.5698 -4.3495  -0.0517
O6 3.2209 -3.8269 -0.8153  -0.0518
O7 -2.1473 0.2941 4.0948  -0.0504
H1 2.7023 -4.0858 -0.0536  0.0257
H2 3.6068 -2.9864 -0.5685  0.0126
H3 0.0587 -0.9487 0.4239  0.0254
H4 -0.9832 0.6357 -4.1512  0.0250
H5 2.5095 1.5870 -0.3457  0.0061
H6 -2.5552 -0.3561 4.6667  0.0260
H7 1.1759 2.1614 -0.7739  0.0214
H8 -1.6813 1.6182 -5.0674  0.0268
H9 -5.1572 0.7843 -0.1079  0.0240
H10 -5.7950 2.1437 -0.3008  0.0270
H11 4.7224 -0.4477 0.9643  0.0373
H12 -1.3308 -0.1159 3.8093  0.0227
H13 -1.2224 -0.6382 -0.3206  0.0305
H14 3.7137 -0.6835 2.0683  0.0347